Entry 1:
{"formula": "C9H14O", "method": "ωB97M-V/def2-TZVPD", "species": ["C", "C", "C", "C", "C", "C", "C", "O", "H", "H", "H", "H", "H", "H", "H", "H", "C", "C", "H", "H", "H", "H", "H", "H"], "coordinates": [[-0.731, -2.180, 1.729], [-0.365, -0.011, 0.488], [-1.225, -0.975, 1.001], [-0.828, 1.169, -0.056], [-2.167, 1.514, -0.049], [-2.601, -0.734, 0.757], [-3.054, 0.496, 0.353], [-2.569, 2.802, -0.225], [0.668, -0.323, 0.630], [-0.098, 1.877, -0.437], [-1.521, -2.658, 2.301], [0.078, -1.842, 2.378], [-3.350, -1.452, 1.069], [-1.936, 3.245, -0.758], [-4.119, 0.573, 0.154], [-0.354, -2.945, 1.049], [3.445, -0.371, -1.131], [2.614, 0.895, -1.393], [4.535, -0.216, -1.148], [3.277, -1.035, -0.284], [3.341, -1.030, -1.998], [2.702, 1.136, -2.447], [1.631, 0.412, -1.364], [2.625, 1.654, -0.621]], "forces_ev_per_a": [[0.13, -0.05, -0.27], [-0.10, -1.53, 0.78], [-1.70, 0.67, -0.98], [0.84, 0.69, -0.21], [0.19, -1.24, 1.17], [1.01, -0.30, 1.30], [-0.50, 0.72, -1.44], [-1.42, -0.82, 0.12], [0.25, 0.88, -0.45], [0.00, 0.14, 0.09], [-0.01, 0.12, 0.23], [0.01, -0.39, 0.19], [0.09, -0.17, -0.10], [0.95, 0.76, -0.69], [0.03, 0.48, 0.36], [0.18, 0.04, -0.03], [1.89, -0.27, -0.94], [-1.12, -2.65, 0.36], [-0.18, 0.35, 0.26], [-0.57, 0.58, 0.37], [-0.33, -0.02, -0.05], [0.45, 0.90, 0.19], [-0.46, 0.76, 0.06], [0.38, 0.37, -0.32]], "mulliken_charge": [-1.3962, -0.6093, 0.5470, -0.1209, 0.5792, -0.5864, -0.4297, -0.5187, 0.3129, 0.1737, 0.3893, 0.3733, 0.3345, 0.3020, 0.3532, 0.2845, -0.9927, -0.6056, 0.3098, 0.3147, 0.2761, 0.3373, 0.0411, 0.3310], "gap_ev": 9.20, "charge": 0, "e_tot_ev": -11606.6792, "de_lowest_ev": 0.958, "smiles": "Cc1ccc(O)cc1.CC"}

---

Entry 2:
{"formula": "C6H3N", "method": "ωB97M-V/def2-TZVPD", "species": ["C", "C", "C", "C", "C", "C", "N", "H", "H", "H"], "coordinates": [[2.002, 1.152, 0.097], [2.510, 0.024, -0.018], [0.628, 1.299, 0.069], [1.866, -1.178, -0.073], [-0.143, 0.264, 0.086], [-1.615, 0.015, 0.020], [0.649, -1.285, -0.182], [-2.044, 0.477, -0.796], [-2.168, 0.330, 0.838], [-1.685, -1.098, -0.041]], "forces_ev_per_a": [[-1.53, -0.41, -0.02], [0.56, -1.22, -0.05], [2.00, -0.68, 0.42], [-0.64, 2.21, -0.38], [-1.75, 0.89, -0.69], [2.10, -3.08, 0.29], [1.07, -0.18, 0.72], [-0.72, 0.84, -2.08], [-0.65, 0.69, 1.95], [-0.46, 0.94, -0.16]], "mulliken_charge": [-0.0438, 0.1055, -0.0824, 0.2265, 0.3468, -1.0725, -0.4143, 0.2903, 0.3122, 0.3316], "gap_ev": [8.26, 8.26], "charge": 0, "e_tot_ev": -7752.1099, "de_lowest_ev": 3.616, "smiles": "CC1=C=C=C=C=N1"}

---

Entry 3:
{"formula": "C24H36AsN2ORuS4", "method": "ωB97M-V/def2-TZVPD", "species": ["Ru", "S", "As", "S", "S", "S", "C", "C", "C", "C", "C", "C", "C", "C", "C", "C", "C", "C", "N", "C", "C", "C", "C", "C", "N", "C", "C", "C", "C", "H", "H", "H", "H", "H", "H", "H", "H", "H", "H", "H", "H", "H", "H", "H", "H", "H", "H", "H", "H", "H", "H", "H", "H", "H", "H", "H", "H", "H", "C", "C", "C", "O", "H", "H", "H", "H", "H", "H", "H"], "coordinates": [[-0.297, -0.500, 1.201], [-0.806, -4.443, 3.825], [-1.751, -2.775, 2.917], [-0.903, -0.906, 3.680], [-1.395, -2.729, 0.734], [-3.813, -2.933, 3.380], [1.102, -1.588, -4.874], [0.211, -1.970, -3.688], [-0.328, -3.394, -3.853], [-0.924, -0.982, -3.526], [-1.847, -0.847, -4.554], [-2.922, 0.012, -4.448], [-3.111, 0.717, -3.271], [-2.210, 0.627, -2.224], [-2.421, 1.401, -0.945], [-3.402, 0.643, -0.045], [-2.888, 2.841, -1.181], [-1.085, -0.215, -2.352], [-0.154, -0.270, -1.325], [1.062, 0.115, -1.555], [2.108, 0.048, -0.617], [3.439, 0.473, -0.775], [4.077, 0.214, 0.426], [3.118, -0.364, 1.274], [1.945, -0.466, 0.644], [3.262, -0.781, 2.716], [2.547, 0.274, 3.570], [4.735, -0.850, 3.125], [2.609, -2.152, 2.924], [1.917, -2.302, -4.986], [1.530, -0.599, -4.721], [0.534, -1.573, -5.802], [0.820, -1.953, -2.780], [-0.933, -3.488, -4.754], [-0.940, -3.656, -2.993], [0.500, -4.099, -3.918], [-1.718, -1.422, -5.463], [-3.624, 0.118, -5.265], [-3.972, 1.362, -3.181], [-1.460, 1.451, -0.411], [-4.337, 0.428, -0.562], [-3.615, 1.217, 0.853], [-2.952, -0.308, 0.263], [-3.914, 2.882, -1.547], [-2.245, 3.347, -1.902], [-2.850, 3.388, -0.240], [1.309, 0.564, -2.529], [3.854, 0.916, -1.664], [5.109, 0.410, 0.657], [3.029, 1.245, 3.450], [2.555, 0.005, 4.625], [1.510, 0.363, 3.240], [5.199, 0.130, 3.050], [5.280, -1.539, 2.483], [4.820, -1.193, 4.154], [1.601, -2.154, 2.492], [2.522, -2.393, 3.983], [3.188, -2.933, 2.433], [-2.238, 2.440, 3.175], [-0.774, 2.453, 2.681], [-0.371, 3.900, 2.314], [-0.582, 1.644, 1.610], [-2.336, 3.063, 4.063], [-2.521, 1.418, 3.424], [-2.900, 2.812, 2.394], [-0.143, 2.133, 3.544], [-0.996, 4.253, 1.494], [0.662, 3.912, 1.977], [-0.477, 4.562, 3.170]], "forces_ev_per_a": [[0.23, -0.02, 0.74], [0.57, 0.02, -0.22], [-0.82, -1.67, 1.28], [0.67, 0.53, -2.39], [1.25, 2.26, 0.33], [-0.23, 0.50, -0.35], [0.00, -0.05, 0.26], [0.08, -0.09, -0.10], [0.12, 0.15, 0.16], [0.16, 0.12, 0.45], [-0.08, 0.08, -0.15], [-0.07, -0.10, 0.04], [0.02, 0.00, -0.15], [0.27, -0.04, 0.25], [0.08, 0.13, 0.12], [0.39, -0.08, 0.04], [0.16, -0.22, 0.02], [-0.76, 0.12, -0.92], [1.00, 0.25, 1.78], [-0.62, 0.15, -0.32], [0.66, 0.17, -0.02], [-0.59, -0.04, -0.32], [0.04, -0.15, 0.15], [0.12, -0.16, 0.53], [-2.32, 0.28, 0.19], [0.03, -0.09, 0.21], [-0.13, 0.06, -0.17], [-0.21, 0.08, -0.20], [-0.30, 0.19, -0.20], [0.11, -0.08, -0.02], [0.07, 0.11, -0.06], [-0.06, 0.01, -0.11], [-0.09, -0.06, -0.16], [-0.06, -0.01, -0.08], [-0.07, -0.09, 0.05], [0.04, -0.10, -0.01], [0.03, -0.06, -0.04], [-0.04, -0.03, -0.04], [-0.08, 0.12, 0.08], [-0.40, 0.13, -0.16], [-0.10, -0.01, -0.08], [-0.02, 0.03, 0.12], [-0.27, 0.03, -0.02], [-0.14, 0.01, -0.07], [0.02, 0.07, -0.04], [0.01, 0.03, 0.07], [0.00, -0.21, 0.06], [0.06, 0.03, -0.13], [0.08, -0.05, 0.09], [0.05, 0.10, -0.01], [-0.01, -0.09, 0.10], [0.09, 0.05, 0.17], [0.14, 0.16, 0.02], [0.10, -0.12, -0.06], [-0.02, -0.04, 0.13], [0.23, -0.18, 0.28], [-0.03, 0.00, 0.04], [0.07, -0.10, -0.09], [0.52, -0.24, -0.08], [-0.23, 0.28, 1.14], [0.08, -0.59, 0.04], [0.60, -2.13, -2.10], [-0.11, 0.12, 0.13], [-0.05, 0.01, -0.01], [-0.07, 0.10, -0.11], [-0.14, 0.15, -0.13], [-0.13, 0.06, -0.08], [0.16, 0.02, -0.04], [-0.05, 0.18, 0.15]], "mulliken_charge": [0.9288, -0.6568, 0.3726, -0.4308, -0.3926, -0.6464, -1.4998, 0.6492, -1.5385, 0.8067, -0.2488, -1.6534, -0.2827, 0.8863, 1.9165, -1.1685, -1.8800, -1.5741, 0.6914, -0.1666, 0.4775, -1.6550, -0.4541, -0.4099, 0.0938, 2.5342, -1.2059, -2.4067, -1.1674, 0.4319, 0.3280, 0.2901, 0.3499, 0.2961, 0.3501, 0.4449, 0.3172, 0.3410, 0.2896, -0.3682, 0.3404, 0.2064, 0.2377, 0.3789, 0.4117, 0.3321, 0.2345, 0.4556, 0.4804, 0.3696, 0.4101, -0.1263, 0.4070, 0.4550, 0.4449, -0.0930, 0.3646, 0.3679, -1.3430, 0.6593, -1.5909, -0.5013, 0.4549, 0.2770, 0.1376, 0.2351, 0.2515, 0.3299, 0.4225], "gap_ev": [5.03, 5.28], "charge": -2, "e_tot_ev": -137264.2928, "spin_multiplicity": 2}

---

Entry 4:
{"formula": "C35H29N3O5PtS2", "method": "ωB97M-V/def2-TZVPD", "species": ["Pt", "C", "C", "N", "C", "C", "N", "C", "O", "O", "C", "O", "O", "H", "H", "H", "H", "H", "C", "C", "C", "C", "C", "C", "C", "S", "C", "O", "H", "H", "H", "H", "H", "H", "H", "H", "H", "H", "C", "C", "C", "C", "C", "C", "H", "H", "H", "H", "H", "N", "C", "C", "C", "C", "C", "C", "C", "C", "C", "H", "H", "H", "H", "S", "C", "C", "C", "C", "C", "C", "H", "H", "H", "H", "H"], "coordinates": [[1.369, 0.721, -0.008], [2.519, -0.752, -3.786], [3.063, -1.161, -2.472], [3.052, -0.437, -1.373], [3.712, -1.132, -0.411], [4.123, -2.339, -0.934], [3.699, -2.327, -2.240], [4.816, -3.526, -0.378], [5.267, -3.423, 0.848], [4.916, -4.523, -1.058], [3.907, -0.498, 0.948], [4.573, -1.112, 1.792], [3.403, 0.641, 1.071], [1.617, -0.164, -3.637], [2.292, -1.626, -4.390], [3.244, -0.132, -4.313], [3.858, -3.097, -2.872], [5.051, -2.524, 1.278], [-4.561, -1.107, 4.335], [-3.081, -1.048, 4.115], [-2.503, -1.715, 3.039], [-1.150, -1.602, 2.789], [-0.356, -0.837, 3.624], [-0.903, -0.201, 4.723], [-2.262, -0.307, 4.959], [1.381, -0.587, 3.147], [2.054, -1.930, 4.212], [1.422, -1.135, 1.764], [-4.899, -2.134, 4.466], [-5.078, -0.699, 3.467], [-4.847, -0.531, 5.211], [-3.123, -2.307, 2.385], [-0.697, -2.083, 1.935], [-0.280, 0.385, 5.382], [-2.696, 0.211, 5.800], [1.520, -2.854, 4.024], [1.939, -1.615, 5.244], [3.104, -2.048, 3.963], [-0.751, 3.698, 3.297], [-1.465, 2.921, 2.402], [-0.791, 2.145, 1.471], [0.600, 2.135, 1.445], [1.309, 2.919, 2.338], [0.633, 3.707, 3.260], [-1.275, 4.304, 4.021], [-2.546, 2.903, 2.426], [-1.364, 1.554, 0.761], [2.390, 2.923, 2.320], [1.187, 4.319, 3.956], [-3.434, -2.825, -7.747], [-2.974, -2.513, -6.743], [-2.388, -2.135, -5.517], [-2.820, -0.980, -4.859], [-2.238, -0.617, -3.667], [-1.206, -1.390, -3.123], [-0.782, -2.551, -3.780], [-1.373, -2.922, -4.966], [-0.518, -0.940, -1.980], [0.151, -0.522, -1.050], [-3.599, -0.379, -5.303], [-2.553, 0.270, -3.139], [0.012, -3.141, -3.347], [-1.049, -3.810, -5.489], [1.852, 2.520, -1.772], [0.191, 3.075, -1.857], [-0.676, 2.531, -2.807], [-1.968, 3.007, -2.908], [-2.402, 4.031, -2.080], [-1.540, 4.580, -1.142], [-0.246, 4.109, -1.028], [-0.321, 1.742, -3.453], [-2.642, 2.579, -3.637], [-3.414, 4.399, -2.166], [-1.878, 5.377, -0.494], [0.429, 4.529, -0.295]], "forces_ev_per_a": [[0.25, 0.44, 0.53], [0.06, 0.02, 0.00], [-0.06, -0.18, 0.04], [-0.03, 0.34, -0.08], [0.43, -0.57, 0.19], [-0.06, 0.57, 0.44], [0.04, 0.04, 0.22], [-0.20, 0.04, -0.12], [0.07, 0.08, 0.28], [0.11, 0.00, -0.04], [0.47, -1.19, -0.80], [0.09, 0.03, 0.22], [-0.80, 1.06, 0.04], [-0.13, -0.03, 0.01], [-0.08, 0.00, -0.14], [0.03, -0.02, -0.07], [0.02, 0.00, -0.03], [-0.03, -0.15, -0.26], [-0.03, -0.01, -0.01], [0.04, 0.01, 0.05], [0.04, 0.13, 0.17], [0.16, -0.08, -0.21], [0.32, 0.27, -0.05], [0.16, 0.01, -0.08], [-0.03, -0.04, -0.01], [-0.51, -0.73, 1.53], [-0.03, 0.51, -0.49], [0.04, -0.27, -1.09], [-0.04, -0.04, 0.02], [-0.11, 0.02, 0.00], [-0.08, 0.01, 0.04], [-0.09, -0.09, -0.13], [0.02, -0.01, -0.12], [0.08, 0.18, 0.07], [-0.07, 0.05, 0.12], [-0.19, -0.03, -0.11], [-0.03, 0.05, 0.16], [0.13, 0.13, -0.07], [-0.14, 0.14, 0.11], [-0.04, -0.11, -0.05], [-0.07, -0.07, -0.07], [0.11, -0.51, -0.40], [0.20, 0.02, -0.06], [0.04, -0.03, -0.01], [-0.05, 0.06, 0.08], [-0.08, 0.04, 0.02], [0.02, -0.02, 0.05], [0.12, -0.08, 0.02], [0.08, 0.06, 0.06], [-0.14, -0.07, -0.24], [-0.26, -0.17, -0.63], [0.38, 0.21, 0.85], [0.02, -0.22, -0.20], [0.13, -0.13, 0.10], [-0.20, -0.12, -0.52], [-0.11, 0.12, 0.09], [-0.15, 0.08, -0.19], [0.50, 0.19, 1.04], [0.02, 0.28, -0.52], [-0.09, 0.02, 0.00], [-0.05, 0.05, 0.02], [0.03, -0.03, 0.02], [0.00, -0.07, -0.02], [-0.20, -0.51, 0.48], [-0.35, 0.48, -0.30], [0.37, -0.03, 0.09], [-0.09, 0.03, 0.05], [-0.03, 0.01, 0.07], [-0.15, 0.01, -0.10], [0.32, -0.18, 0.00], [-0.05, -0.12, -0.10], [0.00, 0.01, -0.06], [-0.07, 0.04, 0.00], [0.02, 0.00, 0.02], [0.00, 0.03, 0.08]], "mulliken_charge": [1.4124, -0.9495, -0.0099, -0.3912, 0.8423, 0.1049, -0.0363, 0.4856, -0.5724, -0.6442, 0.5335, -0.8430, -0.7716, -0.0810, 0.3856, 0.3182, 0.2598, 0.4467, -1.4783, 1.0246, -0.7870, -0.3843, 0.3420, -0.7599, -0.7429, 0.6833, -1.1557, -0.4815, 0.3502, 0.3219, 0.3604, 0.4176, 0.4843, 0.4413, 0.3068, 0.3477, 0.4268, 0.3748, -0.6639, -0.7764, -0.1194, 0.2572, -0.4495, -0.5972, 0.4240, 0.4916, 0.4148, 0.5074, 0.4357, -0.5050, -0.0114, 0.5649, -0.7369, -0.4790, 0.0851, -0.5086, -0.7538, 0.4196, -1.1094, 0.4794, 0.7971, 0.6157, 0.4626, -0.0310, 0.6231, -0.4141, -0.5009, -0.6607, -0.4771, -0.4964, 0.3672, 0.5376, 0.4035, 0.4300, 0.3920], "gap_ev": [7.49, 5.34], "charge": 0, "e_tot_ev": -76385.4653, "spin_multiplicity": 5, "de_lowest_ev": 2.127}

---

Which value of charge does entry 4 give? 0

---

What is the formula in the first record? C9H14O